(1)
ORCA calculation (the ωB97M-V functional and the def2-TZVPD basis) on C33H40N4P2PtS as an isolated structure.

Summary:
Spin multiplicity ... 3
HOMO (spin up / spin down) ... -6.453 / -7.816 eV
E_LUMO (spin up / spin down) ... -0.86 / -2.44 eV
Gap between HOMO and LUMO (spin up / spin down) ... 5.59 / 5.37 eV

Last column: Löwdin spin population.
Geometry (Å):
Pt  -3.415  -1.300  -2.957  0.28
C  2.265  -0.795  -2.020  0.00
C  1.543  -0.460  -3.103  0.00
C  0.678  -1.365  -3.934  0.00
C  -0.236  -2.153  -2.998  0.00
C  0.353  -3.282  -2.203  0.00
C  1.595  -3.706  -2.182  0.00
C  2.835  -3.140  -2.839  0.00
C  3.267  -1.857  -2.062  0.00
C  -3.866  -1.375  -0.910  0.27
H  2.215  -0.180  -1.102  0.00
H  1.728  0.514  -3.561  0.00
H  1.220  -2.052  -4.581  0.00
H  0.044  -0.774  -4.612  0.00
H  -0.600  -1.408  -2.238  0.00
H  -1.118  -2.534  -3.592  0.00
H  -0.408  -3.786  -1.583  0.00
H  1.768  -4.702  -1.749  0.00
H  2.789  -2.900  -3.919  0.00
H  3.649  -3.873  -2.739  0.00
H  3.577  -2.147  -1.061  0.00
H  4.128  -1.459  -2.600  0.00
H  -3.209  -2.083  -0.363  0.01
H  -4.943  -1.604  -0.709  0.01
H  -3.689  -0.320  -0.583  0.04
P  -4.375  -3.246  -3.315  0.09
P  -3.497  -0.641  -5.346  0.12
N  -3.547  -4.769  -3.221  0.03
N  -6.148  -3.735  -3.161  0.03
N  -2.479  -1.540  -6.718  0.00
N  -4.201  0.481  -6.849  0.04
C  -4.321  -3.097  -5.091  0.01
C  -4.864  -1.774  -5.574  0.01
C  -3.445  -5.533  -2.059  0.00
C  -3.157  -6.853  -2.429  0.00
C  -3.092  -6.886  -3.857  0.00
C  -3.310  -5.621  -4.322  0.01
C  -6.940  -3.626  -2.013  0.00
C  -8.238  -4.054  -2.323  0.00
C  -8.242  -4.440  -3.703  0.00
C  -6.944  -4.263  -4.179  0.00
C  -1.156  -1.255  -7.017  0.00
C  -0.701  -2.146  -7.987  0.00
C  -1.792  -2.957  -8.369  0.00
C  -2.889  -2.506  -7.640  0.00
C  -4.127  0.406  -8.230  0.00
C  -4.965  1.374  -8.781  0.00
C  -5.625  2.019  -7.696  0.00
C  -5.166  1.420  -6.522  0.00
H  -4.821  -3.915  -5.592  0.00
H  -3.264  -3.149  -5.358  0.00
H  -5.222  -1.864  -6.592  0.00
H  -5.675  -1.355  -4.987  0.00
H  -3.630  -5.059  -1.095  0.00
H  -3.032  -7.692  -1.762  0.00
H  -2.923  -7.754  -4.490  0.00
H  -3.378  -5.265  -5.350  0.00
H  -6.496  -3.303  -1.085  0.00
H  -9.077  -4.111  -1.648  0.00
H  -9.076  -4.800  -4.287  0.00
H  -6.543  -4.516  -5.148  0.00
H  -0.659  -0.421  -6.537  0.00
H  0.318  -2.194  -8.376  0.00
H  -1.799  -3.776  -9.089  0.00
H  -3.910  -2.861  -7.722  0.00
H  -3.507  -0.329  -8.738  0.00
H  -5.069  1.571  -9.837  0.00
H  -6.335  2.820  -7.756  0.00
H  -5.465  1.553  -5.490  0.00
S  -2.510  1.108  -1.616  0.69
C  -1.442  1.115  -0.273  0.06
C  -0.880  -0.117  0.152  0.08
C  0.212  -0.162  1.011  -0.01
C  0.781  1.025  1.489  0.10
C  0.154  2.255  1.216  -0.01
C  -0.964  2.306  0.386  0.09
H  -1.295  -1.041  -0.248  0.00
H  0.628  -1.131  1.299  0.00
H  1.715  0.995  2.053  0.01
H  0.526  3.174  1.681  0.00
H  -1.487  3.248  0.171  0.00

(2)
ORCA calculation (the ωB97M-V functional and the def2-TZVPD basis) on C33H40N7RuSSi as an isolated structure.

Summary:
Spin multiplicity ... 5
Net charge ... +3
HOMO (spin up / spin down) ... -16.458 / -16.418 eV
Energy relative to the best compared isomer or geometry (same formula, charge and spin) ... 8.4 kcal/mol
E_LUMO (spin up / spin down) ... -8.74 / -10.75 eV
Gap between HOMO and LUMO (spin up / spin down) ... 7.72 / 5.67 eV

Last column: Löwdin spin population.
Geometry (Å):
Ru  -0.142  1.026  0.161  2.97
C  -2.208  4.342  2.313  0.00
C  -1.237  3.476  1.821  0.02
N  -1.486  2.525  0.920  0.03
C  -2.760  2.458  0.412  0.01
C  -3.795  3.279  0.860  0.00
C  -3.495  4.232  1.852  0.02
C  -5.105  3.154  0.281  0.00
C  -5.336  2.281  -0.721  0.00
C  -4.274  1.456  -1.226  0.00
C  -4.438  0.562  -2.302  0.00
C  -3.367  -0.178  -2.735  0.00
C  -2.135  -0.034  -2.093  0.02
N  -1.952  0.797  -1.076  0.09
C  -3.007  1.540  -0.650  0.01
H  -1.931  5.084  3.049  0.00
H  -0.223  3.559  2.169  0.00
H  -4.276  4.884  2.225  0.00
H  -5.898  3.787  0.657  0.00
H  -6.317  2.199  -1.169  0.00
H  -5.405  0.470  -2.781  0.00
H  -3.453  -0.867  -3.564  0.00
H  -1.285  -0.617  -2.418  0.00
C  -1.533  -1.837  0.882  0.01
N  -0.768  -0.697  1.515  0.16
C  0.454  -1.296  2.170  0.01
N  0.111  -2.306  3.132  0.01
C  -0.644  -3.371  2.458  0.00
N  -1.871  -2.846  1.849  0.01
C  -2.698  -2.251  2.907  0.00
N  -1.978  -1.168  3.588  0.01
C  -1.644  -0.154  2.629  0.01
C  -0.745  -1.712  4.170  0.00
H  -0.910  -2.269  0.098  0.00
H  -2.442  -1.426  0.440  0.00
H  1.010  -0.493  2.656  0.00
H  1.070  -1.732  1.380  0.00
H  -0.906  -4.136  3.186  0.00
H  -0.021  -3.826  1.685  0.00
H  -2.956  -3.020  3.633  0.00
H  -3.618  -1.859  2.472  0.00
H  -1.101  0.659  3.119  0.00
H  -2.555  0.238  2.172  0.00
H  -1.001  -2.476  4.901  0.00
H  -0.199  -0.915  4.678  0.00
N  1.104  0.128  -1.124  0.22
S  1.269  -1.438  -1.617  0.03
C  2.913  -1.918  -1.232  0.01
C  3.994  -1.346  -1.899  0.00
C  5.268  -1.750  -1.544  0.00
C  5.446  -2.715  -0.554  0.00
C  4.356  -3.287  0.090  0.00
C  3.070  -2.890  -0.248  0.00
C  1.281  -1.361  -3.394  0.01
C  0.976  -0.192  -4.076  0.00
C  0.962  -0.226  -5.466  0.00
C  1.234  -1.408  -6.138  0.00
C  1.528  -2.571  -5.433  0.00
C  1.552  -2.560  -4.048  0.00
H  1.775  0.733  -1.597  0.02
H  3.849  -0.620  -2.691  0.00
H  6.126  -1.330  -2.052  0.00
H  6.447  -3.033  -0.294  0.00
H  4.506  -4.051  0.840  0.00
H  2.210  -3.344  0.229  0.00
H  0.763  0.731  -3.556  0.00
H  0.742  0.676  -6.021  0.00
H  1.220  -1.426  -7.220  0.00
H  1.745  -3.489  -5.962  0.00
H  1.793  -3.461  -3.498  0.00
C  2.060  3.798  0.169  0.03
Si  1.975  2.208  1.079  0.15
C  1.847  2.366  2.920  0.04
C  3.363  1.054  0.714  0.04
H  2.933  4.328  0.569  0.01
H  1.189  4.439  0.312  0.00
H  2.222  3.665  -0.902  0.00
H  2.831  2.788  3.168  0.01
H  1.774  1.411  3.439  0.00
H  1.104  3.041  3.331  0.00
H  4.224  1.496  1.231  0.01
H  3.606  0.981  -0.345  0.00
H  3.212  0.050  1.113  0.00

(3)
ORCA calculation (the ωB97M-V functional and the def2-TZVPD basis) on C33H40O5P2Pt as an isolated structure.

Summary:
Spin multiplicity ... 3
Net charge ... +2
HOMO (spin up / spin down) ... -14.150 / -14.155 eV
Energy relative to the best compared isomer or geometry (same formula, charge and spin) ... 14.4 kcal/mol
E_LUMO (spin up / spin down) ... -5.11 / -7.68 eV
Gap between HOMO and LUMO (spin up / spin down) ... 9.04 / 6.48 eV

Last column: Löwdin spin population.
Geometry (Å):
Pt  -0.078  0.162  0.011  1.59
O  0.182  -0.007  2.213  0.06
P  1.110  -0.953  2.935  0.01
C  2.868  -0.382  2.786  0.00
P  3.021  0.675  1.276  0.01
O  2.254  0.109  0.118  0.08
C  2.452  2.334  1.739  0.00
C  3.184  3.090  2.650  0.00
C  2.770  4.373  2.961  0.00
C  1.635  4.901  2.362  0.00
C  0.909  4.149  1.451  0.00
C  1.323  2.867  1.136  0.01
C  4.768  0.826  0.826  0.00
C  5.825  0.430  1.635  0.00
C  7.125  0.601  1.187  0.00
C  7.370  1.166  -0.056  0.00
C  6.313  1.566  -0.861  0.00
C  5.013  1.396  -0.421  0.00
C  0.632  -0.940  4.675  0.00
C  1.539  -1.094  5.717  0.00
C  1.083  -1.061  7.024  0.00
C  -0.266  -0.885  7.291  0.00
C  -1.172  -0.755  6.249  0.00
C  -0.724  -0.783  4.941  0.00
C  1.049  -2.664  2.325  0.00
C  0.784  -2.917  0.985  0.01
C  0.700  -4.223  0.532  0.00
C  0.870  -5.280  1.418  0.00
C  1.147  -5.027  2.754  0.00
C  1.254  -3.723  3.208  0.00
H  3.526  -1.250  2.704  0.00
H  3.145  0.199  3.668  0.00
H  4.077  2.675  3.098  0.00
H  3.338  4.961  3.664  0.00
H  1.321  5.905  2.604  0.00
H  0.032  4.570  0.982  0.00
H  0.778  2.255  0.407  0.00
H  5.646  -0.019  2.601  0.00
H  7.952  0.278  1.802  0.00
H  8.385  1.269  -0.408  0.00
H  6.509  1.994  -1.833  0.00
H  4.178  1.685  -1.044  0.00
H  2.591  -1.241  5.518  0.00
H  1.783  -1.166  7.838  0.00
H  -0.609  -0.839  8.313  0.00
H  -2.222  -0.625  6.461  0.00
H  -1.414  -0.673  4.116  0.00
H  0.661  -2.078  0.296  0.00
H  0.514  -4.424  -0.512  0.00
H  0.793  -6.299  1.065  0.00
H  1.282  -5.845  3.447  0.00
H  1.496  -3.522  4.244  0.00
C  0.308  0.766  -3.233  0.00
O  -0.214  -0.156  -2.290  0.04
C  -1.457  -0.731  -2.676  0.00
C  -1.695  -1.929  -1.759  0.00
O  -1.728  -1.552  -0.389  0.08
C  -3.032  -1.325  0.119  0.00
H  0.544  0.238  -4.160  0.00
H  1.228  1.156  -2.805  0.00
H  -0.392  1.580  -3.442  0.00
H  -1.397  -1.081  -3.713  0.00
H  -2.271  0.002  -2.586  0.00
H  -0.856  -2.624  -1.862  0.00
H  -2.625  -2.437  -2.027  0.00
H  -3.620  -2.243  0.038  0.00
H  -3.536  -0.518  -0.416  0.00
H  -2.914  -1.077  1.171  0.00
C  -2.607  4.107  -0.452  0.00
C  -3.501  3.304  0.489  0.00
C  -2.539  2.217  0.955  0.00
O  -1.847  1.838  -0.244  0.07
C  -1.734  3.013  -1.080  0.00
H  -2.006  4.823  0.107  0.00
H  -3.174  4.655  -1.202  0.00
H  -4.322  2.860  -0.075  0.00
H  -3.898  3.896  1.306  0.00
H  -3.031  1.329  1.350  0.00
H  -1.832  2.608  1.699  0.00
H  -2.108  2.740  -2.070  0.00
H  -0.687  3.318  -1.168  0.00

no.,maximum force (hartree/bohr)
1,0.0983
2,0.0227
3,0.0364